No. 1
The following is a quantum chemistry calculation of 2 unconnected molecules or ions with the total composition C16H17N, from OMol25.

As for the total energy: -18356.532 eV. The spin multiplicity is 1. The energy relative to the best compared isomer or geometry (same formula, charge and spin) is 41.75 kcal/mol. As for the SMILES: Cc1c[nH]c2ccccc12.Cc1ccccc1. As for the HOMO-LUMO gap: 0.318 Eh.

Atoms and positions in Å:
C1 -0.09 -2.66 2.07
C2 -1.17 -1.72 1.54
C3 -2.45 -2.12 1.25
N1 -3.07 -1.12 0.53
C4 -2.26 0.00 0.53
C5 -2.63 1.33 0.27
C6 -1.65 2.24 0.58
C7 -0.49 1.99 1.38
C8 -0.17 0.68 1.63
C9 -1.03 -0.36 1.15
H1 0.02 -3.41 1.31
H2 -0.33 -3.06 3.05
H3 0.90 -2.23 2.09
H4 -2.58 -3.19 1.14
H5 -4.04 -1.06 0.31
H6 -3.64 1.54 -0.12
H7 -1.74 3.24 0.20
H8 0.08 2.79 1.81
H9 0.63 0.27 2.31
C10 -0.08 1.69 -2.07
C11 1.05 0.78 -1.67
C12 2.26 1.49 -1.35
C13 3.38 0.75 -1.09
C14 3.40 -0.66 -1.15
C15 2.17 -1.32 -1.24
C16 1.03 -0.58 -1.52
H10 -0.77 1.25 -2.84
H11 0.37 2.44 -2.74
H12 -0.62 2.06 -1.19
H13 2.32 2.56 -1.35
H14 4.35 1.16 -0.73
H15 4.34 -1.17 -1.16
H16 2.32 -2.39 -1.14
H17 0.18 -1.18 -1.78

What are the Mulliken partial charges on each atom? They are as follows, in elementary charge units: number 1, C, carries -1.5274; number 2, C, carries 0.4589; number 3, C, carries -0.7447; number 4, N, carries -0.0817; number 5, C, carries -0.0428; number 6, C, carries -0.7980; number 7, C, carries -0.6005; number 8, C, carries -0.8622; number 9, C, carries 0.0873; number 10, C, carries 0.9643; number 11, H, carries 0.3624; number 12, H, carries 0.3290; number 13, H, carries 0.3869; number 14, H, carries 0.3454; number 15, H, carries 0.1854; number 16, H, carries 0.3374; number 17, H, carries 0.5233; number 18, H, carries 0.4054; number 19, H, carries 0.2760; number 20, C, carries -1.0745; number 21, C, carries 0.7486; number 22, C, carries -0.5083; number 23, C, carries -0.4052; number 24, C, carries -0.4886; number 25, C, carries -0.6796; number 26, C, carries -0.1173; number 27, H, carries 0.3471; number 28, H, carries 0.5020; number 29, H, carries -0.2203; number 30, H, carries 0.4268; number 31, H, carries 0.3032; number 32, H, carries 0.4064; number 33, H, carries 0.4010; number 34, H, carries 0.3544



No. 2
The following is a quantum chemistry calculation of 2 unconnected molecules or ions with the total composition C16H17N, from OMol25.

As for the total energy: -18357.201 eV. The spin multiplicity is 1. The energy relative to the best compared isomer or geometry (same formula, charge and spin) is 26.30 kcal/mol. As for the SMILES: Cc1c[nH]c2ccccc12.Cc1ccccc1. As for the HOMO-LUMO gap: 0.309 Eh.

Atoms and positions in Å:
C1 -1.70 -3.73 -0.11
C2 -0.83 -2.58 0.30
C3 -1.36 -1.69 1.22
N1 -0.42 -0.77 1.57
C4 0.76 -1.01 0.93
C5 2.03 -0.48 1.16
C6 3.10 -0.98 0.41
C7 2.80 -1.90 -0.59
C8 1.58 -2.52 -0.75
C9 0.47 -2.12 0.02
H1 -1.37 -4.13 -1.08
H2 -2.71 -3.38 -0.09
H3 -1.41 -4.63 0.45
H4 -2.39 -1.66 1.53
H5 -0.52 0.03 2.17
H6 2.13 0.37 1.82
H7 4.04 -0.52 0.67
H8 3.60 -2.36 -1.17
H9 1.50 -3.24 -1.55
C10 1.36 3.34 0.13
C11 0.00 2.81 -0.26
C12 -0.26 2.40 -1.57
C13 -1.52 1.89 -1.94
C14 -2.50 1.74 -0.98
C15 -2.21 2.10 0.33
C16 -1.02 2.69 0.70
H10 1.25 4.39 0.39
H11 2.01 3.34 -0.76
H12 1.94 2.64 0.73
H13 0.60 2.38 -2.22
H14 -1.71 1.71 -2.99
H15 -3.42 1.27 -1.30
H16 -2.98 1.81 1.04
H17 -0.84 2.80 1.76

What are the Mulliken partial charges on each atom? They are as follows, in elementary charge units: number 1, C, carries -1.4013; number 2, C, carries 0.4426; number 3, C, carries -0.6700; number 4, N, carries 0.0647; number 5, C, carries -0.0089; number 6, C, carries -0.7237; number 7, C, carries -0.5858; number 8, C, carries -0.6748; number 9, C, carries -0.2865; number 10, C, carries 0.7104; number 11, H, carries 0.3344; number 12, H, carries 0.3931; number 13, H, carries 0.2744; number 14, H, carries 0.3805; number 15, H, carries 0.2210; number 16, H, carries 0.4423; number 17, H, carries 0.3771; number 18, H, carries 0.3300; number 19, H, carries 0.3694; number 20, C, carries -1.3019; number 21, C, carries 1.0163; number 22, C, carries -0.5175; number 23, C, carries -0.4771; number 24, C, carries -0.6862; number 25, C, carries -0.2549; number 26, C, carries -0.5304; number 27, H, carries 0.3649; number 28, H, carries 0.3575; number 29, H, carries 0.1961; number 30, H, carries 0.2887; number 31, H, carries 0.3786; number 32, H, carries 0.3774; number 33, H, carries 0.3645; number 34, H, carries 0.4348



No. 3
The following is a quantum chemistry calculation of 2 unconnected molecules or ions with the total composition C16H17N, from OMol25.

As for the total energy: -18357.343 eV. The spin multiplicity is 1. The energy relative to the best compared isomer or geometry (same formula, charge and spin) is 23.04 kcal/mol. As for the SMILES: Cc1c[nH]c2ccccc12.Cc1ccccc1. As for the HOMO-LUMO gap: 0.312 Eh.

Atoms and positions in Å:
C1 -0.72 -2.82 5.00
C2 -0.11 -2.23 3.78
C3 0.89 -1.30 3.76
N1 1.19 -0.97 2.45
C4 0.39 -1.67 1.58
C5 0.37 -1.69 0.18
C6 -0.48 -2.65 -0.34
C7 -1.35 -3.46 0.41
C8 -1.30 -3.40 1.77
C9 -0.47 -2.43 2.40
H1 -1.33 -3.68 4.71
H2 -1.29 -2.15 5.65
H3 0.07 -3.24 5.61
H4 1.39 -0.81 4.57
H5 1.82 -0.22 2.25
H6 0.94 -1.12 -0.53
H7 -0.66 -2.49 -1.40
H8 -1.94 -4.20 -0.12
H9 -2.02 -3.87 2.44
C10 -0.82 4.84 -2.55
C11 0.09 3.66 -2.78
C12 0.79 2.99 -1.79
C13 1.43 1.77 -2.09
C14 1.29 1.15 -3.28
C15 0.52 1.78 -4.33
C16 -0.11 2.94 -4.00
H10 -1.81 4.50 -2.25
H11 -0.92 5.37 -3.49
H12 -0.33 5.51 -1.84
H13 0.86 3.54 -0.86
H14 2.04 1.30 -1.32
H15 1.72 0.19 -3.53
H16 0.61 1.38 -5.33
H17 -0.75 3.45 -4.72

What are the Mulliken partial charges on each atom? They are as follows, in elementary charge units: number 1, C, carries -1.2429; number 2, C, carries 0.5519; number 3, C, carries -0.7180; number 4, N, carries -0.0029; number 5, C, carries 0.1423; number 6, C, carries -0.7829; number 7, C, carries -0.3876; number 8, C, carries -0.6467; number 9, C, carries -0.5551; number 10, C, carries 0.8600; number 11, H, carries 0.3099; number 12, H, carries 0.2790; number 13, H, carries 0.3334; number 14, H, carries 0.3955; number 15, H, carries 0.1812; number 16, H, carries 0.3035; number 17, H, carries 0.3290; number 18, H, carries 0.3772; number 19, H, carries 0.2725; number 20, C, carries -1.3318; number 21, C, carries 0.7949; number 22, C, carries -0.4734; number 23, C, carries -0.3791; number 24, C, carries -0.4445; number 25, C, carries -0.5612; number 26, C, carries -0.3721; number 27, H, carries 0.2822; number 28, H, carries 0.3757; number 29, H, carries 0.3880; number 30, H, carries 0.3270; number 31, H, carries 0.3928; number 32, H, carries 0.3666; number 33, H, carries 0.3750; number 34, H, carries 0.2604



No. 4
The following is a quantum chemistry calculation of 2 unconnected molecules or ions with the total composition C16H17N, from OMol25.

As for the total energy: -18356.370 eV. The spin multiplicity is 1. The energy relative to the best compared isomer or geometry (same formula, charge and spin) is 45.48 kcal/mol. As for the SMILES: Cc1c[nH]c2ccccc12.Cc1ccccc1. As for the HOMO-LUMO gap: 0.324 Eh.

Atoms and positions in Å:
C1 4.30 2.01 2.70
C2 3.88 0.81 1.94
C3 4.39 0.19 0.87
N1 3.50 -0.77 0.37
C4 2.56 -0.92 1.43
C5 1.55 -1.89 1.45
C6 0.58 -1.59 2.35
C7 0.58 -0.47 3.26
C8 1.60 0.49 3.14
C9 2.68 0.09 2.37
H1 5.33 1.99 3.05
H2 3.76 2.33 3.62
H3 4.21 2.94 2.16
H4 5.21 0.57 0.20
H5 3.77 -1.61 -0.12
H6 1.54 -2.77 0.84
H7 -0.28 -2.26 2.47
H8 -0.23 -0.32 3.96
H9 1.34 1.42 3.66
C10 -2.66 -2.14 -2.50
C11 -3.20 -0.73 -2.72
C12 -3.93 -0.25 -1.63
C13 -4.37 1.08 -1.70
C14 -4.04 1.96 -2.71
C15 -3.10 1.46 -3.65
C16 -2.74 0.14 -3.69
H10 -1.81 -2.17 -3.25
H11 -3.36 -2.92 -2.85
H12 -2.44 -2.28 -1.43
H13 -4.44 -0.91 -0.93
H14 -4.95 1.50 -0.86
H15 -4.27 3.01 -2.83
H16 -2.77 2.22 -4.40
H17 -2.17 -0.22 -4.55

What are the Mulliken partial charges on each atom? They are as follows, in elementary charge units: number 1, C, carries -1.4080; number 2, C, carries 0.7379; number 3, C, carries -0.5555; number 4, N, carries -0.2010; number 5, C, carries 0.2780; number 6, C, carries -0.8141; number 7, C, carries -0.3313; number 8, C, carries -0.6340; number 9, C, carries -0.5134; number 10, C, carries 0.5481; number 11, H, carries 0.3203; number 12, H, carries 0.2938; number 13, H, carries 0.3037; number 14, H, carries 0.3382; number 15, H, carries 0.2639; number 16, H, carries 0.3658; number 17, H, carries 0.3313; number 18, H, carries 0.3776; number 19, H, carries 0.2991; number 20, C, carries -1.2268; number 21, C, carries 1.1110; number 22, C, carries -0.7437; number 23, C, carries -0.1724; number 24, C, carries -0.6552; number 25, C, carries -0.2142; number 26, C, carries -0.5822; number 27, H, carries 0.3161; number 28, H, carries 0.2737; number 29, H, carries 0.3164; number 30, H, carries 0.3504; number 31, H, carries 0.2953; number 32, H, carries 0.3613; number 33, H, carries 0.2663; number 34, H, carries 0.3035